{
  "formula": "C28H75N9O19",
  "method": "the ωB97M-V functional and the def2-TZVPD basis",
  "species": ["O", "H", "H", "H", "H", "H", "H", "N", "H", "H", "H", "H", "N", "O", "H", "C", "O", "N", "H", "H", "H", "C", "C", "C", "C", "H", "H", "H", "H", "C", "H", "H", "H", "H", "H", "H", "H", "H", "N", "H", "C", "H", "H", "H", "C", "H", "H", "H", "O", "N", "C", "C", "H", "H", "H", "H", "H", "H", "C", "O", "C", "O", "C", "H", "H", "H", "N", "H", "H", "O", "C", "H", "H", "C", "C", "H", "H", "H", "O", "H", "H", "O", "H", "H", "H", "H", "C", "H", "C", "H", "O", "H", "H", "C", "C", "H", "O", "H", "H", "O", "C", "O", "H", "O", "H", "O", "H", "C", "C", "C", "H", "H", "N", "H", "H", "N", "H", "C", "O", "H", "C", "H", "O", "N", "C", "H", "H", "O", "C", "H", "O"],
  "xyz": [[1.202948, 5.501916, -4.381512], [2.416850, -4.085779, -1.081470], [2.258637, 0.893421, -4.290782], [-3.132949, 0.242842, 5.017496], [-3.481309, 2.353670, 0.253254], [-0.062249, -4.679908, 3.705856], [4.097026, -4.900074, 1.561193], [-1.405057, 1.979218, -6.610712], [4.954397, -0.390237, -4.152830], [3.643769, 2.426074, -1.026138], [-3.182150, -1.885324, -0.711358], [-3.968981, 2.705361, -2.002201], [2.158447, -3.435423, -0.353194], [-1.822341, -5.726633, 4.224761], [-4.937917, -0.070608, 3.291526], [4.018507, 0.295238, -1.451590], [4.632602, -0.021655, -2.469037], [-3.573202, 1.350350, 0.182576], [3.063562, -5.489239, 0.394699], [2.417841, -5.522389, 1.956854], [5.049448, -2.126932, 3.946996], [-2.995920, -3.622409, -1.629477], [-1.862788, -3.189884, -2.632633], [-1.395709, 0.758778, -6.139687], [3.119147, 1.550661, -1.408923], [2.683186, 1.887994, -2.349265], [-2.279946, 3.346237, 1.500973], [0.602822, -0.327859, 6.037203], [5.469976, 0.251515, 2.559060], [3.557788, -0.089907, 3.519228], [3.278540, -0.893762, 4.200360], [-4.932035, 1.364024, -2.644030], [-1.493117, 0.356881, -1.821543], [-0.042334, 4.301679, -5.602556], [-0.608993, 4.030739, -0.971399], [-3.131587, 0.792107, 0.899126], [0.225233, 3.088275, 1.628728], [4.815237, -1.212501, -0.377083], [4.801663, -0.418120, -5.150829], [-1.533803, 0.446108, 4.395650], [-0.853786, -5.250273, 3.219805], [-2.760211, 4.871939, 2.024312], [-2.057522, -3.695464, -3.578448], [0.239449, 3.980918, 5.334041], [-1.607986, -4.421555, 2.109298], [2.843861, -1.122959, 2.068972], [-0.822088, -1.079436, 5.790678], [0.556561, -1.732161, 0.879061], [-0.924508, 4.331913, -2.947539], [0.770890, -2.012234, 3.894656], [0.289567, 2.457665, 3.620179], [-4.065169, 0.877321, -0.892203], [-5.531587, 2.285619, -1.283763], [-0.630155, -0.546303, 1.065242], [0.489330, 1.362294, 2.076648], [3.751203, -0.135888, 0.522432], [-4.029278, -3.662580, -1.973933], [-0.441163, 5.073876, 1.604913], [-1.028292, 4.916634, 0.700118], [-0.312538, 3.967807, -0.060487], [0.091993, 3.520568, -3.526073], [0.895057, -1.143057, -1.587319], [-0.653980, 0.677419, -1.204128], [-4.185195, -1.662292, 3.143882], [-1.091945, 1.097822, -0.298840], [-0.876402, 2.174271, -7.448914], [4.211527, -0.403845, -0.335696], [1.559451, -0.292864, -5.433208], [1.536168, 3.634784, -4.972289], [3.704298, 0.004296, -6.915975], [-0.143365, 3.813535, 4.327290], [-1.927583, 2.697614, -6.130114], [2.549173, -0.798435, -4.058426], [0.194021, -0.492880, -0.762430], [3.666746, -0.101042, -5.726274], [-2.811839, -4.635676, -1.272424], [-1.596125, 4.534213, -3.602979], [-1.118921, 5.819862, 0.096737], [-3.321123, 4.399687, 0.063405], [2.301824, 1.438820, -0.696486], [0.006075, 1.333631, -1.771422], [0.358216, 1.469558, 4.298861], [-1.935550, -2.120867, -2.832659], [-2.113592, -3.627876, 2.659333], [-1.795716, 0.112032, -4.042140], [-3.290377, 5.252295, -0.376731], [3.036182, -4.899213, 1.310794], [1.089609, -2.622327, 3.155529], [-4.214925, -0.656749, 2.724232], [0.310583, -1.153986, 3.627045], [3.017228, -0.188069, 2.201363], [3.358356, 0.888423, 3.956490], [-4.449123, -0.790702, 1.668155], [0.662529, 4.255211, -4.772440], [-2.362509, 4.371840, 1.141231], [-2.423508, -5.017862, 1.700089], [-2.897552, -2.770612, -0.472872], [1.053456, 5.713458, -3.457118], [-2.925215, -0.325609, -5.264699], [2.216498, -2.657503, 1.685036], [2.430969, -0.037904, -4.830260], [-4.025789, -0.319597, -1.205242], [-0.120901, -3.137957, -1.678166], [-0.719485, -0.119598, -6.677817], [0.724112, 3.371549, -2.650679], [5.568321, -1.617723, 3.320044], [5.498942, -0.757111, -5.798107], [0.165585, -1.315009, 6.187043], [5.121323, -0.225256, 3.475146], [-2.244226, 0.472104, -4.968045], [-1.229372, 3.894339, 4.373890], [-0.263696, 2.540559, -3.844136], [0.095848, -0.928645, 0.476303], [-0.228236, -6.052924, 2.829251], [0.102222, 4.699805, 3.742217], [-2.482104, 0.128861, 4.253614], [1.763238, -2.544870, -0.619330], [0.801192, -2.321564, 5.223312], [-0.752356, -3.909692, 1.031398], [-1.309983, -3.208862, 0.685726], [-2.817412, -0.215130, 3.038034], [5.656473, 0.097119, 4.368340], [1.402092, -3.350636, 5.548563], [0.450152, 2.350639, 2.280954], [-4.625876, 1.878238, -1.733016], [-2.129035, -5.011416, 4.786907], [-2.769329, 1.365574, -4.630285], [-2.046945, 0.005361, 2.127587], [2.387895, -3.560054, 0.914834], [0.003195, -1.572788, 7.233610], [-0.593075, -3.746863, -2.250779]],
  "forces_ev_per_angstrom": [[0.1074, 0.7570, -0.8531], [-0.2242, -0.0012, 0.4121], [0.2100, 0.1869, -0.3456], [0.0553, -0.3261, -0.2540], [-0.2407, 0.0554, -0.0090], [-0.3274, 0.6724, 0.2066], [-0.2548, 0.6632, 0.7308], [-0.3461, 2.3083, -0.5230], [-0.0970, -0.1650, -0.0988], [0.5265, -0.1603, 0.0100], [-0.4085, 0.7068, -0.2186], [0.1401, 0.0040, 0.2318], [-0.4394, 0.4015, -1.8861], [0.9880, -0.3114, -1.4353], [-0.1341, -0.0549, -0.2278], [0.4314, 0.7421, -1.3369], [-0.3322, 0.2921, 0.2233], [1.5330, 1.6367, 3.8004], [-0.1457, -0.1529, -0.2031], [0.1794, 0.4845, 0.5228], [-0.0199, -0.2656, 0.1017], [1.3202, 0.7370, 0.5354], [-1.0759, -2.0890, 0.0101], [1.7167, -2.7948, -0.1090], [-0.1682, -0.1269, 0.7727], [0.3260, -0.6449, -0.1934], [0.2937, -0.2570, -0.3828], [0.6414, -0.0833, 0.3835], [0.1902, 0.3119, 0.2696], [2.4775, 0.1083, -0.2012], [-0.8716, 0.0394, -0.0976], [-0.0531, 0.2790, -0.1777], [0.2153, -0.2493, -0.1195], [0.0289, 0.1859, 0.1798], [-0.3386, 0.0292, -0.7209], [0.2395, -0.2143, -0.3036], [0.1557, -0.4207, -0.3877], [-0.1096, 0.2352, 0.0160], [2.2597, -0.9080, 1.6385], [0.1816, 0.3059, -0.0069], [-0.4738, 0.8987, 0.0993], [-0.0232, 0.6706, -0.0050], [-0.1809, 0.1192, -0.2149], [0.2022, -0.6108, -0.1578], [0.9499, -0.6619, 0.4006], [-0.3836, -0.6257, -0.3324], [-0.3559, -0.4051, -0.0115], [0.3704, -0.0699, -0.4950], [0.2019, -0.3234, 0.9989], [-1.3510, 1.2495, 0.9476], [-1.0723, 2.6258, -0.1924], [0.1682, -2.2642, -1.5219], [0.0493, 0.2022, 0.0705], [-0.0409, 0.1319, 0.0602], [0.1678, 0.1313, -0.9619], [0.1098, -0.1964, 0.2265], [0.0456, 0.5482, -0.6214], [0.1978, 0.4920, 0.0031], [0.1188, -0.5702, 0.1833], [0.4328, -0.3144, 0.3041], [-1.0304, 0.8776, -0.8680], [-0.4719, 1.0943, 0.8220], [0.4217, -0.4599, 0.8643], [-0.6555, -0.3350, 0.1020], [0.1794, 0.6622, -0.3095], [-0.0645, 0.0590, 0.2201], [-0.5116, 0.2102, 0.6133], [-0.0167, 0.2150, -0.0182], [0.0016, -0.1863, -1.0537], [-1.4653, 0.5130, -3.0459], [0.2890, -0.0190, -1.4392], [0.0673, 0.1526, -0.2876], [-0.1003, 0.0122, 0.0359], [0.6336, -2.0284, -2.6402], [-0.9558, 0.1841, 1.1382], [0.4103, -0.0105, -0.0326], [-0.8301, 0.2333, -0.4021], [-0.1830, 0.3234, 0.4151], [0.3253, -1.0472, 1.0525], [-0.1031, -0.2818, 0.0430], [-0.3211, 0.2397, 0.1745], [0.1515, -2.0645, 1.6796], [0.5333, 0.1570, 0.3436], [0.1445, 0.5228, -0.0838], [0.8248, -0.1474, -0.4483], [0.0372, 0.4301, -0.3326], [-0.4428, -0.6962, -1.3393], [0.3141, -0.1097, 0.3343], [0.2218, -1.1239, 1.1006], [0.1189, -0.0054, -0.1677], [0.0852, 0.6105, 1.4431], [-0.4616, -0.0539, -0.1081], [0.2446, 0.4672, 0.1202], [1.5376, -1.1386, 2.8541], [-0.9760, 0.4474, -0.5484], [0.1443, -0.2866, -0.1737], [0.1569, -0.9362, 0.3429], [-0.5280, -0.2720, 0.0201], [-0.2782, 0.1898, 0.0230], [-0.8037, 1.9244, 2.1624], [0.0068, -0.4611, -0.1718], [-0.1122, -0.5358, 0.0838], [-0.0226, 0.3374, 0.0558], [-0.3820, 0.1406, 0.2207], [0.9615, 0.0110, -0.6022], [-0.6780, 0.8061, -0.2633], [0.0902, 0.3927, 0.3006], [-0.7653, 0.4281, -1.1209], [-0.1930, -1.4082, -0.6055], [-1.1207, 0.0992, 1.1526], [-0.1606, -0.5666, 0.0640], [-0.2624, -0.2063, -0.0225], [-0.9818, 0.6840, 1.7843], [-0.9175, -0.6955, -0.1757], [0.4007, -0.0557, -0.1461], [0.1641, 0.1103, 2.4539], [-0.0619, 0.4446, -0.9247], [1.3987, -1.2889, -0.3487], [-0.5913, -0.7915, 2.2040], [-0.2850, 0.3177, -0.8786], [-1.7738, 1.3490, -1.6080], [-0.3927, 0.7399, 0.0349], [-0.7866, 0.7164, 0.6224], [-0.1241, 0.5497, 1.4879], [-1.9117, 1.0402, -2.7524], [0.3416, 0.3006, -0.1819], [-0.4705, -0.0233, -0.1997], [1.7546, -0.4176, -1.3220], [2.4955, -3.5809, -0.1186], [0.6873, -0.3483, -0.2574], [-0.7146, 0.6449, -0.1045]],
  "spin_multiplicity": 2,
  "gap_ev": [1.92, 8.19],
  "total_charge": -1,
  "lumo_ha": [0.056, 0.054],
  "e_homo_ev": [-0.381, -6.704],
  "largest_force_ev_per_a": 4.41
}